# 1
Molecular formula: C6H12N3S
Method: DFT, ωB97M-V/def2-TZVPD

- Relative energy (zero: lowest compared OMol25 entry of this formula, charge and spin): 0.0000 eV
- HOMO: -12.66 eV
- Calculated total energy: -798.03015 hartree
- Orbital gap: 9.4 eV
- SMILES: CC[n+]1c(C)n(C)[nH]c1=S

ORCA input file:
```
! RIJCOSX wB97M-V def2-TZVPD def2/J DEFGRID3
* xyz 1 1
C -0.98174 0.76794 -2.46592
C -1.55684 0.90440 -1.05980
N -0.83826 0.08231 -0.11936
C 0.34625 0.24330 0.44632
C 1.20647 1.43769 0.34725
N 0.67537 -0.83415 1.15169
C 1.84705 -1.15170 1.91399
N -0.34527 -1.75451 1.05481
C -1.35980 -1.30439 0.27895
S -2.76108 -1.94749 -0.14752
H 0.04427 1.12224 -2.50935
H -1.01517 -0.26938 -2.79000
H -1.57855 1.35671 -3.15596
H -2.58925 0.54506 -1.04445
H -1.53906 1.94571 -0.72997
H 0.75189 2.18236 -0.30006
H 2.17856 1.16639 -0.05852
H 1.36089 1.87890 1.33317
H 2.24201 -2.11669 1.58518
H 2.60778 -0.39056 1.76893
H 1.61083 -1.21650 2.97859
H -0.30636 -2.64765 1.52204
*
```

---

# 2
Molecular formula: C6H12NO
Method: DFT, ωB97M-V/def2-TZVPD

- Relative energy (zero: lowest compared OMol25 entry of this formula, charge and spin): 1.1753 eV
- HOMO: -14.25 eV
- Calculated total energy: -365.50617 hartree
- Orbital gap: 10.6 eV
- SMILES: CC1(C)CC(=O)C[NH2+]1

ORCA input file:
```
! RIJCOSX wB97M-V def2-TZVPD def2/J DEFGRID3
* xyz 1 1
C 0.56837 -0.10804 -1.40390
C 0.22161 -0.24758 0.11187
C 1.41432 -0.66535 0.89122
C -1.23293 -1.19545 0.26682
C -2.34678 -0.24796 0.00764
O -3.44640 -0.33960 -0.48689
C -1.77497 1.17951 0.15434
N -0.40684 1.06229 0.58874
H 1.30426 -0.99037 -1.62866
H 1.11652 0.73312 -1.65304
H -0.10142 -0.27880 -2.16671
H 1.06438 -0.78407 1.91195
H 2.21228 0.16769 0.77992
H 1.99538 -1.53756 0.54850
H -1.19507 -1.55528 1.28632
H -1.16825 -2.09085 -0.38559
H -1.89431 1.44468 -0.98436
H -2.34083 1.74564 0.90534
H 0.15357 1.91690 0.18616
H -0.23754 1.02227 1.61866
*
```

---

# 3
Molecular formula: C6H12NO
Method: DFT, ωB97M-V/def2-TZVPD

- Relative energy (zero: lowest compared OMol25 entry of this formula, charge and spin): 5.7617 eV
- HOMO (spin up / spin down): -12.70 / -11.35 eV
- Calculated total energy: -365.33762 hartree
- Orbital gap (spin up / spin down): 9.2 / 6.7 eV

ORCA input file:
```
! RIJCOSX wB97M-V def2-TZVPD def2/J DEFGRID3
* xyz 1 1
C 1.56952 -0.73946 0.13710
C 0.89813 0.37634 -0.56459
C -1.64455 0.04134 0.40354
C -0.67318 0.09517 -0.79848
C 2.22299 -1.89806 -0.44498
C 0.89786 1.74545 0.27617
N -3.12425 0.60255 0.25208
O -1.38860 -1.03294 -0.38511
H 1.26637 -0.91313 1.21999
H 1.41593 0.42940 -1.56236
H -1.31813 0.02129 1.45881
H 2.68203 -1.81586 -1.44968
H 1.45395 -2.66677 -0.22281
H 3.09468 -2.25515 0.00990
H 0.34598 1.61794 1.26235
H 0.59649 2.54237 -0.45707
H 1.92841 1.81393 0.49952
H -3.22007 1.58629 0.66417
H -3.67981 -0.18453 0.49309
H -3.32377 0.63383 -0.79163
*
```

---

# 4
Molecular formula: C6H12NO
Method: DFT, ωB97M-V/def2-TZVPD

- Relative energy (zero: lowest compared OMol25 entry of this formula, charge and spin): 2.0069 eV
- HOMO: -13.05 eV
- Calculated total energy: -365.47561 hartree
- Orbital gap: 9.7 eV
- SMILES: C=C(O)C[NH2+]C(=C)C

ORCA input file:
```
! RIJCOSX wB97M-V def2-TZVPD def2/J DEFGRID3
* xyz 1 1
C 1.31667 -1.23152 0.81306
C 1.63517 -0.12813 0.12626
O 2.65254 -0.02796 -0.74958
C 0.95453 1.11813 0.46349
N -0.28425 1.23401 -0.44640
C -1.16288 -0.05836 -0.42498
C -0.74889 -0.98461 -1.25200
C -2.27014 0.07697 0.46245
H 1.89981 -2.13663 0.83526
H 0.52127 -1.27705 1.66813
H 3.18918 -0.79785 -0.62709
H 0.64989 1.23214 1.47342
H 1.66846 1.93502 0.22011
H -0.86598 2.01337 -0.19679
H 0.08014 1.39441 -1.40546
H -1.40589 -1.91810 -1.27525
H 0.26348 -0.92544 -1.74329
H -3.21398 -0.09669 -0.10309
H -2.35691 1.12376 0.74512
H -2.52221 -0.54547 1.41662
*
```

---

# 5
Molecular formula: C6H12NO4
Method: DFT, ωB97M-V/def2-TZVPD

- Relative energy (zero: lowest compared OMol25 entry of this formula, charge and spin): 0.0000 eV
- HOMO (spin up / spin down): -10.74 / -15.23 eV
- Calculated total energy: -591.08562 hartree
- Orbital gap (spin up / spin down): 6.9 / 8.6 eV
- Expectation value of S²: 2.01

ORCA input file:
```
! RIJCOSX wB97M-V def2-TZVPD def2/J DEFGRID3
* xyz 1 3
C 0.83213 1.76697 -0.94645
C 0.76628 -1.79875 0.44750
C 0.90206 1.27505 1.53789
C -1.33364 -2.06802 -1.00056
C 0.04984 1.42194 0.34124
C -0.21919 -1.12594 -0.52425
N -0.87992 0.10204 0.08393
O 1.95171 1.45071 -1.20513
O 1.90123 -1.78387 0.09474
O -0.94171 2.40736 0.45057
O 0.50061 -0.70196 -1.59257
H 0.38145 2.51444 -1.65397
H 0.44019 -2.28329 1.37193
H 0.37601 1.01336 2.48456
H 1.78885 0.53471 1.33828
H 1.31602 2.21629 1.85355
H -2.15370 -1.66632 -1.70658
H -0.81875 -2.89879 -1.69587
H -1.93929 -2.48909 -0.14317
H -1.67624 0.36645 -0.54794
H -1.52014 -0.02627 0.96974
H -1.16524 2.66926 1.36432
H 1.44141 -0.89628 -1.32176
*
```

---

# 6
Molecular formula: C6H12NO4S3
Method: DFT, ωB97M-V/def2-TZVPD

- Relative energy (zero: lowest compared OMol25 entry of this formula, charge and spin): 0.8044 eV
- HOMO: -4.02 eV
- Calculated total energy: -1786.14248 hartree
- Orbital gap: 7.2 eV

ORCA input file:
```
! RIJCOSX wB97M-V def2-TZVPD def2/J DEFGRID3
* xyz -1 1
C 2.31067 -1.29569 -0.32731
C 0.18332 1.76611 -0.94767
C -1.62746 0.82767 1.73481
C 1.47855 -0.19432 0.29538
C 0.21291 0.21974 -0.51754
C -1.40222 -0.12854 0.59262
N 1.59685 -2.42490 -0.36500
O -2.75395 1.41828 -1.01103
O 3.41078 -1.13124 -0.84022
O -4.02388 -0.27766 0.01192
O -2.35747 -0.85828 -1.83044
S -1.31848 -3.11533 -0.26041
S -1.38324 -1.72808 1.21960
S -2.72977 0.07733 -0.56253
H -0.57312 1.84428 -1.64039
H -0.05330 2.29155 0.03505
H 1.07732 1.96978 -1.46640
H -1.18171 1.76698 1.64686
H -1.21578 0.35920 2.58205
H -2.66560 0.96535 1.97595
H 2.08841 0.70573 0.29715
H 1.22818 -0.35904 1.36458
H 0.01503 -0.39517 -1.48176
H 0.63418 -2.37175 0.01770
H 1.92091 -3.25408 -0.92425
H -2.18455 -1.87109 -1.60812
*
```

---

# 7
Molecular formula: C6H12NO5S
Method: DFT, ωB97M-V/def2-TZVPD

- Relative energy (zero: lowest compared OMol25 entry of this formula, charge and spin): 1.5699 eV
- HOMO: -5.89 eV
- Calculated total energy: -1065.01420 hartree
- Orbital gap: 9.3 eV
- SMILES: O=S(=O)([O-])NC(O)(O)C1CCCC1

ORCA input file:
```
! RIJCOSX wB97M-V def2-TZVPD def2/J DEFGRID3
* xyz -1 1
O 3.83810 -1.08019 0.69253
S 3.59221 0.25410 0.12795
O 4.47117 1.24413 0.62326
O 3.54243 0.24204 -1.37076
N 2.00881 0.71907 0.65057
C 0.94331 -0.33728 -0.17593
O 1.13523 0.03299 -1.45055
O 1.33973 -1.63715 0.07816
C -0.59661 -0.17948 0.43889
C -1.19911 1.12033 0.08310
C -2.72706 1.01027 0.28062
C -2.93545 -0.42336 -0.03110
C -1.50465 -1.10481 -0.36392
H 2.00077 0.45816 1.59854
H 2.10168 -0.01015 -1.68000
H 2.29719 -1.55453 0.13756
H -0.58046 -0.49818 1.45765
H -1.08596 1.40605 -0.91710
H -0.78812 1.97078 0.57835
H -3.34183 1.79071 -0.27004
H -2.84978 1.23264 1.33087
H -3.33933 -0.98847 0.79972
H -3.61405 -0.61214 -0.93964
H -1.58997 -2.09167 -0.21690
H -1.11826 -0.96386 -1.46184
*
```

---

# 8
Molecular formula: C6H12NO5S
Method: DFT, ωB97M-V/def2-TZVPD

- Relative energy (zero: lowest compared OMol25 entry of this formula, charge and spin): 2.9752 eV
- HOMO: -4.96 eV
- Calculated total energy: -1064.96255 hartree
- Orbital gap: 8.0 eV
- SMILES: C[C@](C(=O)[O-])([N+](C)(C)C)S(=O)(=O)[O-]

ORCA input file:
```
! RIJCOSX wB97M-V def2-TZVPD def2/J DEFGRID3
* xyz -1 1
C 1.17632 -0.26893 -1.82766
C 1.32719 -0.36313 -0.29614
C 1.77993 -1.96200 -0.00445
O 1.97209 -2.22934 1.15641
O 1.63734 -2.61603 -1.02990
N 0.01715 -0.12783 0.39643
C -0.91450 -1.20827 0.09156
C -0.55531 1.24708 0.01751
C 0.25481 -0.05380 1.85653
S 2.69571 0.87395 0.19996
O 2.09176 2.22005 -0.10721
O 3.74433 0.48250 -0.68765
O 2.97579 0.76831 1.63212
H 1.47612 -1.33133 -2.23953
H 1.76984 0.62036 -2.00442
H 0.11826 0.01975 -2.17434
H -1.64386 -1.16053 0.87696
H -1.35299 -0.94613 -0.88836
H -0.49014 -2.19325 0.25470
H 0.30252 1.83324 -0.07147
H -1.08536 1.11774 -0.85630
H -1.24927 1.49404 0.76034
H 1.03921 0.68661 2.11845
H -0.69371 0.14218 2.25408
H 0.56022 -0.95265 2.36288
*
```

---

# 9
Molecular formula: C6H12NOP
Method: DFT, ωB97M-V/def2-TZVPD

- Relative energy (zero: lowest compared OMol25 entry of this formula, charge and spin): 0.4376 eV
- HOMO (spin up / spin down): -5.57 / -8.95 eV
- Calculated total energy: -706.96931 hartree
- Orbital gap (spin up / spin down): 6.5 / 6.4 eV
- Expectation value of S²: 2.01

ORCA input file:
```
! RIJCOSX wB97M-V def2-TZVPD def2/J DEFGRID3
* xyz 0 3
C -1.79396 -1.59831 -0.06023
C -1.14496 -0.76864 -0.88757
C -1.24255 -1.99796 1.29797
C -0.20186 -1.00939 1.63205
C 1.99327 1.46931 -1.37547
C 0.14607 2.16056 -0.01169
N 1.04172 1.05361 -0.37744
O 1.53869 -1.51506 -0.82980
P 0.57565 -0.58070 -0.23117
H -2.66979 -2.02431 -0.45950
H -1.51357 -0.75717 -1.98186
H -1.92371 -2.17190 2.10565
H -0.86501 -2.93288 1.20588
H -0.75624 -0.11619 1.96522
H 0.60965 -1.32347 2.33830
H 2.70587 0.68588 -1.39135
H 1.55631 1.80076 -2.27324
H 2.42172 2.38819 -0.90604
H -0.80614 1.94114 0.47687
H 0.59408 2.74214 0.72834
H -0.26524 2.55440 -0.96493
*
```

---

# 10
Molecular formula: C6H12NP
Method: DFT, ωB97M-V/def2-TZVPD

- Relative energy (zero: lowest compared OMol25 entry of this formula, charge and spin): 3.4314 eV
- HOMO (spin up / spin down): -6.61 / -6.60 eV
- Calculated total energy: -631.72939 hartree
- Orbital gap (spin up / spin down): 6.6 / 6.6 eV

ORCA input file:
```
! RIJCOSX wB97M-V def2-TZVPD def2/J DEFGRID3
* xyz 0 1
C -3.25824 0.01253 0.42829
C -3.09610 0.58242 1.49848
C -0.57787 1.95413 -0.65551
C -0.69804 -1.84978 1.28846
C 0.32570 0.82337 -1.18933
C 0.23438 -0.85086 0.61894
N -0.06390 -0.49378 -0.75926
P -0.77273 -1.53722 -1.72078
H -3.60397 -0.49220 -0.47686
H -2.75547 1.08323 2.36526
H -1.59003 1.45957 -0.42263
H -0.40164 2.36959 0.30024
H -0.68742 2.88056 -1.20078
H -1.66775 -1.36069 1.40978
H -0.78376 -2.77320 0.85938
H -0.37794 -2.11204 2.32372
H 0.28414 0.83596 -2.35257
H 1.48939 0.83770 -1.02807
H 0.14362 0.11523 1.14167
H 1.23893 -1.23145 0.57163
*
```

---

Q: Which of these has the lowest calculated total energy?
A: C6H12NO4S3

---

Please write out number 1 again, unchanged.
Molecular formula: C6H12N3S
Method: DFT, ωB97M-V/def2-TZVPD

- Relative energy (zero: lowest compared OMol25 entry of this formula, charge and spin): 0.0000 eV
- HOMO: -12.66 eV
- Calculated total energy: -798.03015 hartree
- Orbital gap: 9.4 eV
- SMILES: CC[n+]1c(C)n(C)[nH]c1=S

ORCA input file:
```
! RIJCOSX wB97M-V def2-TZVPD def2/J DEFGRID3
* xyz 1 1
C -0.98174 0.76794 -2.46592
C -1.55684 0.90440 -1.05980
N -0.83826 0.08231 -0.11936
C 0.34625 0.24330 0.44632
C 1.20647 1.43769 0.34725
N 0.67537 -0.83415 1.15169
C 1.84705 -1.15170 1.91399
N -0.34527 -1.75451 1.05481
C -1.35980 -1.30439 0.27895
S -2.76108 -1.94749 -0.14752
H 0.04427 1.12224 -2.50935
H -1.01517 -0.26938 -2.79000
H -1.57855 1.35671 -3.15596
H -2.58925 0.54506 -1.04445
H -1.53906 1.94571 -0.72997
H 0.75189 2.18236 -0.30006
H 2.17856 1.16639 -0.05852
H 1.36089 1.87890 1.33317
H 2.24201 -2.11669 1.58518
H 2.60778 -0.39056 1.76893
H 1.61083 -1.21650 2.97859
H -0.30636 -2.64765 1.52204
*
```

---

Q: The lowest calculated total energy belongs to which entry?
A: C6H12NO4S3